1.
ORCA calculation (ωB97M-V with the def2-TZVPD basis set) on one molecule with the formula CH3ClF2Si in a non-equilibrium geometry.

The expectation value of S² is 2.004. The value obtained for the highest occupied orbital energy (alpha / beta) is -5.178 / -12.250 eV. The total energy is -989.0665 Eh. The calculation puts the energy above the lowest of the compared OMol25 structures with the same formula, charge and spin at 42.11 kcal/mol. Its spin multiplicity is 3.

```
8
Properties=species:S:1:pos:R:3:forces:R:3
C 0.919930 0.150967 -0.141118 6.682 2.611 -1.229
F 1.339494 0.072581 -1.417790 -1.517 -0.923 0.781
F 1.358926 1.443735 0.158078 -1.772 -1.922 0.572
Si -1.273631 -0.124091 0.108865 -4.581 0.312 0.000
Cl 1.828335 -1.063579 0.890280 -0.942 0.444 -0.341
H -1.201117 -1.478259 -0.461132 0.537 0.167 -0.332
H -1.804875 1.091064 -0.717876 1.080 -1.059 0.705
H -1.167059 -0.092421 1.580691 0.513 0.370 -0.157
```
Positions in Å, forces in eV/Å.

Results of the natural (NBO) charge analysis, in e, for atoms 1 through 6: C 0.58; F -0.30; F -0.32; Si 0.34; Cl 0.02; H -0.12

***

2.
ORCA calculation (ωB97M-V with the def2-TZVPD basis set) on C19H39AlBrCl7F5N2O8SSi2 as an isolated structure in a non-equilibrium geometry.

As for the net charge: +1. The value obtained for the highest occupied orbital energy is -7.290 eV. The total energy is -8972.4443 Eh. Its spin multiplicity is 1.

```
85
Properties=species:S:1:pos:R:3:forces:R:3
C -4.405871 4.389700 6.074349 0.239 0.483 -0.258
C -3.421747 3.679170 5.072070 -0.170 0.419 0.798
Si -4.305175 2.339870 4.100135 -0.212 -1.251 0.961
S -5.490182 1.257732 5.542136 -0.133 -0.006 -0.098
Cl -5.678335 3.250480 2.777999 0.401 -0.239 -0.262
O -3.310947 1.202229 3.375653 -0.253 2.281 -0.446
Si -1.944418 1.835298 2.584086 1.004 -1.224 -0.867
C -0.568592 2.478185 3.714345 0.157 0.019 0.491
C -0.204358 1.560037 4.918490 0.328 0.622 -0.026
F -1.260034 0.746893 5.352387 0.227 0.407 -0.323
C -2.337706 3.187362 1.311425 -0.126 0.281 -0.549
C -1.545078 3.084496 -0.046030 -0.101 0.340 0.372
C -2.379495 2.491353 -1.208347 1.151 1.143 0.465
F -3.249492 1.480818 -0.847347 2.943 0.417 -1.441
F -1.591708 2.091203 -2.210657 -1.508 0.514 0.271
F -3.169593 3.518137 -1.685674 -0.052 -0.971 0.021
C -1.180506 0.372503 1.608678 -0.874 0.071 1.232
O -1.297826 -0.769745 2.498183 0.407 -0.276 -1.158
C -1.061975 -1.935333 1.689809 0.757 0.030 -0.085
H -3.864816 5.165393 6.656511 -0.192 -0.457 -0.434
H -4.841419 3.698190 6.814826 0.069 0.254 -0.537
H -5.197069 4.919514 5.503559 0.252 -0.436 0.497
H -2.616894 3.224034 5.683921 -0.303 -0.021 -0.500
H -2.951562 4.462343 4.445166 -0.240 -0.509 0.086
H -6.414923 0.579895 4.811120 0.531 0.414 -0.106
H -0.741836 3.518221 4.061771 -0.087 -0.598 -0.172
H 0.346090 2.539222 3.078264 -0.636 -0.042 0.191
H 0.640223 0.904945 4.638870 -0.481 0.174 0.287
H 0.067941 2.206297 5.779040 0.016 -0.571 -0.402
H -2.079805 4.176658 1.747621 -0.411 -0.508 -0.177
H -3.412771 3.206386 1.027410 0.542 0.230 0.475
H -1.350325 4.133567 -0.352221 -0.048 -0.717 -0.125
H -0.553035 2.604403 0.035970 -0.662 -0.183 -0.206
H -0.111847 0.585169 1.385786 -0.629 -0.263 -0.274
H -1.751723 0.127683 0.691893 0.545 0.427 0.122
H -0.386654 -1.653005 0.850637 -0.401 -0.298 0.373
H -2.001590 -2.333120 1.248900 0.379 0.164 0.370
H -0.527627 -2.703158 2.284092 -0.612 0.324 -0.131
C 0.641718 -0.883623 -3.733320 1.251 -2.205 -2.315
C 1.191394 -1.904266 -2.770723 -2.054 1.095 0.924
O 0.773420 -2.261011 -1.727205 0.270 -1.468 -0.584
N 2.546997 -2.487244 -3.108661 1.284 0.126 0.317
C 2.713493 -3.921442 -2.729799 -0.014 -0.170 -0.351
H -0.439393 -0.931371 -3.748384 0.045 0.061 0.111
H 0.961217 0.119309 -3.480347 0.224 -0.044 -0.122
H 1.038419 -1.164064 -4.731348 -0.231 -0.050 -0.132
H 2.795643 -2.278609 -4.086259 -0.120 -0.091 -0.101
H 3.184964 -1.956853 -2.503232 -0.001 0.204 -0.193
H 2.666788 -3.995840 -1.648095 0.022 -0.087 -0.064
H 3.715831 -4.288380 -3.073075 -0.727 0.154 0.983
H 1.926887 -4.501299 -3.208583 0.002 -0.021 0.084
Cl 0.237800 0.294829 -1.586557 -0.146 1.980 2.917
C 7.592456 -4.901580 -1.127233 -0.085 -1.118 0.568
C 6.438285 -4.157575 -0.650155 -0.821 -0.466 -1.087
O 5.280288 -4.331070 -0.936993 -0.150 0.247 0.352
N 6.749561 -2.970921 0.183000 -0.824 0.694 0.081
C 5.776827 -2.694464 1.279922 0.168 -0.016 0.066
H 7.349652 -5.959046 -1.242050 -0.313 0.129 -0.240
H 7.921051 -4.493186 -2.084720 0.276 0.101 0.148
H 8.397191 -4.759009 -0.353416 -0.248 -0.389 -1.035
H 7.770219 -3.011825 0.499005 0.972 -0.228 -0.094
H 6.661549 -2.192016 -0.473757 0.510 0.092 0.100
H 4.815511 -2.431461 0.849049 -0.033 -0.146 0.084
H 6.166405 -1.855619 1.852016 -0.001 -0.066 0.024
H 5.701513 -3.575399 1.911395 -0.048 0.049 -0.009
Cl 9.637547 -3.548453 0.291869 0.546 1.235 1.000
Al 4.439760 -3.879477 -4.938355 0.920 -0.208 -1.172
C -2.792924 2.254401 -5.083621 -0.276 0.119 0.575
C -1.991725 2.895014 -6.183288 0.496 -0.228 -0.032
O -2.270208 2.068055 -7.297051 -0.527 0.237 0.324
C -3.523169 1.558728 -7.089081 -0.377 -0.394 -0.428
O -4.184626 1.043926 -7.925436 0.169 0.023 0.191
O -3.913162 1.725793 -5.793784 0.320 0.112 -0.330
F -0.662318 2.839906 -5.919761 0.033 0.075 -0.072
H -2.255872 1.439580 -4.594696 0.190 0.090 -0.126
H -3.110690 2.968585 -4.326644 -0.178 -0.063 -0.083
H -2.277217 3.924271 -6.410323 0.165 0.016 0.001
C -6.181162 -1.030529 0.586826 -0.416 -1.349 2.031
Cl -5.797825 -0.214298 -1.025135 0.477 0.600 0.004
Cl -7.858135 -0.698818 0.995280 0.292 0.113 -0.296
Cl -5.936875 -2.759875 0.416833 0.057 0.389 -0.460
Cl -5.104886 -0.390177 1.819176 0.009 -2.083 0.767
O 12.843237 -5.058817 -0.218061 0.160 -0.096 -0.135
H 11.916040 -4.909470 0.002368 -0.231 0.113 0.085
Br -5.398799 1.641668 0.107579 -2.851 2.493 -0.711
```
Positions in Å, forces in eV/Å.

Results of the Mulliken charge analysis, in e, for atoms 1 through 6: C -1.37; C -0.29; Si 0.50; S -0.34; Cl -0.36; O -0.06

***

3.
ORCA calculation (ωB97M-V with the def2-TZVPD basis set) on one molecule with the formula C4H10OS2 in a non-equilibrium geometry.

Its SMILES is CSSCCCO. The value obtained for the highest occupied orbital energy is -8.998 eV. The total energy is -1029.9040 Eh. The calculation puts the energy above the lowest of the compared OMol25 structures with the same formula, charge and spin at 80.14 kcal/mol. Its spin multiplicity is 1.

```
17
Properties=species:S:1:pos:R:3:forces:R:3
C 0.480120 -0.622816 3.358599 1.279 -1.803 -1.551
S 0.179341 0.506588 1.905285 -1.492 -2.590 0.023
S -0.620396 -1.389636 0.420969 2.038 4.040 1.133
C 0.593831 -0.618943 -0.815611 1.264 -3.792 -0.292
C 0.401867 0.769803 -1.434130 2.467 0.074 -0.183
C -1.044336 1.169276 -1.519429 0.043 0.302 -2.698
O -1.825549 0.477511 -2.480562 0.058 -0.380 -0.739
H 1.045299 -1.392386 2.774972 -0.698 -0.033 0.507
H -0.451583 -1.204651 3.750182 1.826 1.790 -0.058
H 1.415185 -0.321738 3.944386 -2.137 0.297 0.109
H 0.487394 -1.520708 -1.537431 0.466 1.692 0.342
H 1.670366 -0.758065 -0.358267 -2.208 0.407 -0.883
H 0.954741 1.419239 -0.707474 -0.767 -0.030 -0.553
H 1.112282 0.823074 -2.390882 -2.001 -0.127 1.650
H -1.279936 2.152286 -1.893055 0.757 0.924 0.762
H -1.478613 0.959930 -0.608606 -0.851 0.134 2.384
H -1.640015 -0.448760 -2.408944 -0.044 -0.904 0.047
```
Positions in Å, forces in eV/Å.

Results of the natural (NBO) charge analysis, in e, for atoms 1 through 6: C -0.79; S 0.05; S 0.05; C -0.52; C -0.47; C -0.08